Record 1
Molecular formula: C56H36Cl2F4N8OPRuS7
Method: DFT, ωB97M-V with the def2-TZVPD basis set

Output
HOMO-LUMO gap (alpha / beta) = 0.2101 / 0.1682 Eh
HOMO level (alpha / beta) = -0.255 / -0.260 hartree
2S+1 = 6

Each line ends with the Mulliken spin population.
CARTESIAN COORDINATES (ANGSTROEM)
H 0.075 -0.623 -4.737  -0.002
H -3.161 -1.444 -3.046  0.000
H 0.752 3.525 4.983  -0.001
C 5.968 3.738 5.714  -0.001
H -0.275 -4.106 0.110  -0.001
C -3.036 -1.482 -1.965  0.000
H 2.786 -0.514 -4.381  -0.004
C -4.847 -4.144 2.594  0.099
C 4.027 1.628 1.761  0.005
C 0.480 2.582 -5.763  0.013
P 1.246 1.640 -3.271  0.080
C -4.697 4.479 1.356  0.004
C 3.500 0.243 -4.087  0.002
C -5.984 -5.629 4.229  0.380
H 9.465 6.021 10.041  0.000
S -4.515 3.698 -1.602  0.008
N 3.665 3.283 4.887  -0.001
H 3.584 3.294 -2.624  0.003
C 1.586 1.720 2.221  -0.039
C 0.646 2.924 4.095  0.017
C 7.338 3.543 5.497  0.000
C 5.028 3.228 4.743  0.002
C -0.867 -4.684 2.077  -0.015
C 6.493 4.900 7.767  0.000
H 4.520 4.591 7.068  0.000
C 8.518 5.804 9.549  0.000
O 8.849 5.137 8.352  0.000
F -2.963 -2.177 5.663  -0.003
H 0.825 3.534 -5.385  -0.014
H 6.811 0.902 -4.076  0.000
C -5.115 -4.560 3.923  -0.052
H -1.495 2.963 4.091  0.005
N -0.921 -0.131 4.720  0.040
H 0.247 -3.286 4.943  0.000
C 4.855 0.057 -4.286  0.001
F -3.755 -2.780 1.026  -0.004
H -1.511 -5.474 1.724  0.000
H 6.148 5.422 8.647  0.000
H 2.404 -1.808 1.038  -0.013
H -3.850 -2.010 -1.466  0.000
H 1.476 -2.515 -0.349  0.033
C -3.799 3.277 -3.136  0.004
C 1.414 -2.067 0.647  0.086
C 0.128 -3.459 3.884  -0.013
S -0.452 2.957 -0.503  0.566
C -3.967 -3.129 2.311  -0.019
C -0.711 1.836 2.457  0.037
S -4.649 3.264 -4.529  0.022
C -1.568 -0.752 3.998  -0.006
H 3.157 3.644 5.676  0.000
H -4.751 4.687 2.420  -0.001
C 0.533 1.463 -4.942  0.001
C 1.777 2.467 3.409  -0.014
C -6.653 -6.386 3.260  -0.038
H 7.990 6.743 9.353  0.000
C -3.264 -2.435 3.318  0.082
H 9.317 3.864 6.241  0.000
C 8.261 4.016 6.394  0.000
H -5.419 3.716 1.083  0.002
C 0.815 -2.678 2.978  0.033
S 0.441 0.082 -2.248  0.159
N 5.370 2.650 3.612  -0.001
C 4.741 0.542 -0.241  -0.012
H 3.151 -0.357 -1.375  -0.002
N 2.408 0.596 0.286  -0.089
H -4.849 5.389 0.786  0.001
S -3.022 3.847 1.059  0.014
C 5.303 2.198 -3.290  0.006
S -2.102 2.910 -3.049  0.015
C -3.057 3.556 -0.662  0.088
H 1.462 -1.885 3.332  0.003
H -1.682 1.595 2.045  -0.050
C 3.411 0.231 -0.502  0.058
H -0.868 1.149 -8.504  0.000
H 5.505 0.215 -0.928  -0.001
C 3.121 2.695 3.784  0.001
C 0.675 -2.881 1.594  -0.001
C 5.061 1.231 0.910  0.031
C -0.029 2.468 -7.043  0.011
F -5.461 -4.760 1.573  0.008
C -2.293 -1.447 3.017  0.065
H -0.075 3.335 -7.685  0.000
C 3.048 1.417 -3.498  -0.023
H 6.006 2.954 -2.972  0.000
C 2.691 1.312 1.407  0.034
C 5.567 4.419 6.862  0.000
C 0.062 0.236 -5.392  0.005
C -0.441 0.130 -6.676  0.005
C -0.716 -4.468 3.440  0.028
Ru 0.517 -0.084 0.281  2.530
H -1.247 -5.086 4.150  0.002
C -0.179 -3.910 1.167  0.028
N -6.494 -6.505 6.568  0.185
H 6.077 1.475 1.176  0.000
C 7.855 4.708 7.541  0.000
N -7.231 -7.055 2.524  0.185
C 4.212 2.306 2.998  -0.001
H 5.211 -0.854 -4.743  0.000
C -1.798 -1.130 1.777  0.094
C -3.565 -2.812 4.644  -0.022
Cl -1.517 -2.312 -1.607  0.003
H 7.644 3.009 4.613  0.000
C -1.927 3.168 -1.321  -0.022
Cl -2.997 0.172 -1.354  0.004
N 0.346 1.391 1.790  0.025
N -1.211 -0.754 0.840  -0.081
C -6.242 -6.074 5.532  -0.037
C -0.602 2.612 3.602  0.035
H 7.908 5.172 10.202  0.000
F -4.685 -4.112 6.220  0.008
C 3.948 2.389 -3.088  0.007
S 1.003 3.529 -2.625  0.318
C -4.451 -3.819 4.933  0.098
C -0.479 1.241 -7.502  -0.001
H -0.802 -0.826 -7.028  0.000
C 5.755 1.040 -3.899  0.003

=====

Record 2
Molecular formula: C18H26BCeN12O2
Method: DFT, ωB97M-V with the def2-TZVPD basis set

Output
HOMO-LUMO gap (alpha / beta) = 0.2089 / 0.1997 Eh
HOMO level (alpha / beta) = -0.724 / -0.724 hartree
ΔE to the lowest compared entry with this formula, charge and spin = 0.00 kJ/mol
Charge = +4
2S+1 = 2

Each line ends with the Mulliken spin population.
CARTESIAN COORDINATES (ANGSTROEM)
C 0.010 3.715 -0.900  0.000
H 0.266 5.905 -0.980  0.000
H 5.681 0.159 -1.136  0.000
N 3.556 3.312 2.313  0.051
H -5.285 -5.717 5.182  0.000
C 1.736 1.652 3.915  -0.006
H -7.358 -3.550 3.340  0.000
N -6.779 -4.094 3.955  0.000
H 4.813 1.758 2.985  0.006
C 5.253 3.924 3.630  0.323
C 0.736 0.864 4.462  0.002
O -1.601 -2.580 1.880  0.000
N -2.223 -0.304 -0.574  0.000
N 0.489 0.980 2.240  0.001
H -0.766 3.485 -1.618  0.000
H -4.282 -2.299 -0.847  0.000
C -5.486 -2.698 1.816  0.000
Ce 0.225 0.347 -0.010  0.001
C 3.539 -0.215 -0.740  0.000
H -2.911 0.168 0.010  0.000
H -0.890 -0.171 3.373  0.000
N 1.594 1.718 2.580  0.008
C -0.013 0.460 3.383  0.000
N 0.611 2.738 -0.183  0.001
C -2.307 -1.790 -0.281  0.000
B 2.479 2.488 1.528  -0.005
C -1.282 -2.093 0.844  0.000
H -3.846 -5.362 4.322  0.000
H -3.837 -1.314 2.004  0.000
H -1.935 -2.315 -1.159  0.000
H -6.247 -2.142 2.360  0.000
C 1.499 4.673 0.386  0.001
H 5.215 2.267 0.498  0.002
N 3.242 1.482 0.612  -0.001
C -4.484 -1.705 1.215  0.000
H 2.138 5.359 0.916  0.000
H -5.982 -3.226 0.999  0.000
N 1.549 3.347 0.623  0.002
C 4.571 2.815 2.972  0.286
H -2.541 -0.148 -1.530  0.000
H -3.895 -3.892 2.566  0.000
N -4.867 -3.675 2.718  0.000
O -0.027 -1.688 0.522  0.000
H 2.515 2.179 4.439  0.008
H 4.666 6.100 3.534  0.009
C 0.535 4.942 -0.575  -0.001
H 3.288 -1.109 -1.292  0.000
H -3.536 -3.415 0.262  0.000
C 4.755 0.424 -0.648  0.001
C 4.523 1.496 0.195  0.003
N -4.816 -5.159 4.486  0.000
N 2.613 0.424 0.014  0.001
H 6.105 3.868 4.300  -0.013
H 0.585 0.624 5.503  0.000
C -3.684 -2.351 0.065  0.000
H -7.250 -4.585 4.699  0.000
H -5.086 -0.878 0.832  0.000
N 3.485 4.716 2.513  0.224
C 4.503 5.065 3.262  0.096
C -5.492 -4.305 3.718  0.000

=====

Record 3
Molecular formula: C4H7NO3S
Method: DFT, ωB97M-V with the def2-TZVPD basis set

Output
HOMO-LUMO gap = 0.2820 Eh
HOMO level = -0.312 hartree
ΔE to the lowest compared entry with this formula, charge and spin = 419.36 kJ/mol
SMILES string = O=S(=O)([O-])/C=C/[NH+]1CC1

Each line ends with the Löwdin charge.
CARTESIAN COORDINATES (ANGSTROEM)
C -0.206 -0.294 0.221  -0.097
C 0.567 1.207 -1.677  -0.037
H 1.652 0.088 1.194  0.043
H -1.165 -0.771 0.320  0.098
C -0.490 0.360 -2.297  -0.040
O -1.408 -1.609 2.259  -0.379
H -1.553 0.424 -2.289  0.130
O 0.582 -1.407 3.745  -0.352
O -0.928 0.484 3.383  -0.370
C 0.664 -0.106 1.312  0.012
H 0.034 2.027 -1.177  0.142
S -0.366 -0.759 2.854  0.433
H -0.260 -0.209 -3.156  0.108
H 1.069 -0.845 -1.397  0.241
H 1.525 1.536 -2.135  0.145
N 0.283 -0.127 -1.161  -0.077

=====

Record 4
Molecular formula: H80O40
Method: DFT, ωB97M-V with the def2-TZVPD basis set

Output
HOMO-LUMO gap = 0.3803 Eh
HOMO level = -0.394 hartree
ΔE to the lowest compared entry with this formula, charge and spin = 1095.89 kJ/mol

Each line ends with the Löwdin charge.
CARTESIAN COORDINATES (ANGSTROEM)
H 3.716 -1.874 -1.214  0.049
H -0.702 4.746 -1.957  -0.008
H 2.733 1.104 -0.145  0.017
O 1.631 5.282 1.486  -0.048
H 1.917 -4.141 -1.617  0.030
H 0.926 -0.011 -6.170  -0.013
O 0.511 5.006 4.154  -0.027
H 3.104 3.596 0.497  0.026
H -1.515 0.758 3.421  0.068
H -4.038 1.942 -0.042  0.045
O 1.339 -0.895 3.057  -0.082
H -2.546 0.770 -4.502  0.075
H 3.677 2.945 -0.843  0.006
O -4.328 -1.970 0.020  -0.029
H 4.145 0.451 2.171  0.011
H -3.965 -4.668 -1.354  -0.046
O 1.904 -3.025 1.943  -0.089
H 4.011 -1.562 0.427  -0.030
H 0.240 2.123 -5.380  -0.048
H -1.253 -3.803 0.664  0.054
O 1.061 -0.919 -6.025  -0.022
O 1.611 1.751 1.133  -0.065
H 3.575 -0.065 1.150  0.018
O 0.288 1.403 -1.557  0.001
O 4.199 3.007 3.502  -0.031
O -2.741 1.096 5.167  -0.081
H 0.746 -1.357 2.468  0.015
H 1.483 -0.967 -5.147  0.028
H -0.427 1.959 2.877  0.042
O -1.666 4.686 -1.960  -0.071
O 1.752 2.502 -3.423  -0.048
H -1.791 5.397 -1.280  0.078
H 3.637 -4.011 4.326  0.106
H 1.207 -1.619 -3.215  -0.053
O 3.449 -3.023 4.076  -0.112
O -1.791 0.199 0.035  -0.059
H 4.283 3.485 2.681  0.036
H -0.558 -0.197 -2.928  0.036
H -2.257 3.141 -3.978  0.101
H 2.871 -4.506 -0.789  0.002
O -0.315 -0.964 -3.477  -0.084
H -2.698 -1.968 3.875  -0.001
H -0.167 4.454 3.740  0.017
O -4.213 -5.108 -0.588  -0.052
H 2.516 -2.289 -3.456  0.029
O 1.911 -2.062 -2.793  -0.007
O 0.833 -5.823 0.663  -0.012
H -5.136 -1.025 1.343  0.045
H -0.645 3.891 0.049  0.051
O -2.817 -2.101 4.785  -0.010
O 1.176 -0.956 0.190  -0.074
H -2.761 0.078 5.456  0.103
H 1.721 -5.450 0.458  0.040
H -1.363 0.348 0.884  -0.002
H 1.239 -3.679 1.611  0.036
O -2.609 -0.206 -4.270  -0.081
H -4.578 0.196 1.881  -0.022
H -2.968 -2.330 -3.620  -0.010
H -2.727 -0.502 -2.874  0.045
O 0.891 2.506 -5.903  -0.043
O -0.554 -4.181 3.801  0.023
O 1.170 4.854 -2.744  -0.129
H 4.532 2.171 3.170  0.035
H 1.261 -1.098 -0.766  0.029
H -3.617 -5.896 -0.675  0.062
O -1.745 2.300 -4.115  -0.025
H 1.100 1.887 -3.114  0.004
H -1.952 2.403 2.668  0.108
H 2.111 -1.311 3.457  0.029
H 2.348 2.257 3.917  0.046
H 0.805 -6.652 1.018  -0.009
H -2.316 -2.890 -2.330  -0.026
O 4.203 -1.448 -0.477  -0.033
H 1.147 0.888 1.246  0.040
H 0.384 -0.336 -0.027  0.060
O -3.422 -2.555 -4.451  -0.057
H -4.865 -2.265 -0.662  0.020
H 1.816 2.522 -5.596  0.054
H -2.851 -2.978 5.112  0.026
H -1.212 2.311 -3.327  0.017
H -0.584 1.520 -1.485  -0.034
H 0.286 -4.033 4.070  -0.027
H 1.620 4.692 2.251  -0.001
H 2.668 -2.716 1.427  0.036
O 3.935 -0.434 1.963  -0.010
H -0.678 -4.961 3.302  0.021
H 3.439 0.422 -1.313  -0.013
O -0.888 3.023 0.470  -0.109
H -1.577 -2.157 0.952  0.033
O 3.922 3.316 0.007  -0.073
H -0.520 -0.358 2.900  0.033
H 1.192 6.062 1.839  0.043
H 2.079 0.651 4.185  0.046
H 1.840 5.254 -3.364  0.071
H -2.178 -0.909 -1.380  -0.025
H -3.139 -3.476 -4.575  0.066
O -3.414 2.674 0.052  -0.061
O -1.002 -2.856 0.586  -0.058
H -0.630 -1.010 -4.454  0.113
O -1.262 0.192 2.616  -0.074
H -3.098 -0.721 -4.929  0.077
H 2.006 1.912 1.997  0.008
H 1.253 4.448 4.281  0.005
H 0.812 1.890 -0.938  0.034
O -1.043 2.710 3.024  -0.099
O 2.398 1.342 3.627  -0.068
O -5.314 -0.363 2.127  -0.111
H -0.975 3.443 1.374  0.037
H 0.949 4.033 -3.342  0.052
H -1.465 -4.108 -1.664  0.045
O 2.662 -4.766 -1.685  -0.042
H -3.661 3.257 -0.696  0.064
H 3.522 -2.452 4.882  0.059
H -3.722 -1.431 -0.523  0.008
O -2.103 -3.820 -2.333  -0.054
H 2.473 2.203 -2.931  0.015
O 2.906 1.121 -1.114  -0.040
H -2.397 0.939 0.214  0.029
H -3.586 0.885 4.821  0.005
O -2.795 -1.149 -2.030  -0.125

=====

Record 5
Molecular formula: C30H36ClFN3S7ScSi
Method: DFT, ωB97M-V with the def2-TZVPD basis set

Output
HOMO-LUMO gap = 0.2052 Eh
HOMO level = -0.061 hartree
Charge = -2

Each line ends with the Löwdin charge.
CARTESIAN COORDINATES (ANGSTROEM)
H -5.654 -2.113 1.690  0.079
H 0.979 -2.974 2.923  0.017
H 2.510 -0.391 -3.527  0.117
C 2.113 0.195 2.797  -0.184
C -0.070 4.722 3.450  -1.050
C -4.644 -1.741 1.805  -0.132
H 1.934 1.142 2.272  0.004
N 0.040 -1.856 -3.231  -0.212
S -0.190 3.296 1.054  0.505
C 1.804 4.003 -2.509  -0.123
H 1.803 -2.383 4.388  0.013
C 3.966 2.984 -2.439  -0.105
S -0.585 2.875 -2.372  0.846
C 0.017 0.322 4.920  -0.177
C -1.803 -4.986 -4.196  -0.113
C 3.350 1.757 -2.289  -0.048
H 5.048 3.048 -2.457  0.090
S -2.087 3.070 3.334  0.878
H 1.350 -2.591 -1.794  0.061
H 0.024 1.409 4.772  0.009
H -2.783 -6.351 -2.855  0.090
H 3.539 4.865 2.675  0.020
H 2.294 3.700 2.135  -0.021
C -2.148 3.910 4.828  -1.552
C 2.598 4.374 2.937  -0.422
C -1.057 -3.818 -4.290  -0.050
H 2.444 0.374 -0.052  0.093
S -0.828 4.981 5.006  0.839
S -3.355 3.742 5.967  0.388
C -1.225 1.288 -2.965  -0.624
H -4.290 -2.695 3.693  0.087
N -0.645 -0.385 2.061  -0.033
F -2.267 0.383 0.007  -0.117
C -2.800 -0.486 1.023  -0.215
C -2.181 -5.453 -2.945  -0.111
H 0.537 -0.287 -4.501  0.071
H 2.709 3.830 3.875  0.034
S -0.659 -2.688 -0.403  0.661
C 0.867 -2.343 3.815  -0.192
C -4.081 -0.914 0.838  -0.068
C 1.959 1.618 -2.242  -0.243
N 1.408 0.313 -1.920  -0.159
H 1.097 -0.775 -0.109  0.024
H 0.616 -1.882 -5.275  0.089
H 2.733 0.399 3.680  0.024
C 1.414 -2.059 -2.736  -0.190
C -1.807 -4.752 -1.805  -0.118
Si 0.470 -0.556 3.317  0.328
H -2.093 -5.515 -5.098  0.087
H 3.633 5.104 -2.623  0.094
H 2.679 -0.474 2.138  0.015
C -0.691 -3.109 -3.152  -0.317
C -1.063 -3.572 -1.877  -0.627
H 0.783 0.968 0.010  0.032
H -0.783 -3.458 -5.274  0.093
C 1.161 2.760 -2.375  -0.482
H -2.293 1.519 -3.041  -0.033
C 3.178 4.125 -2.530  -0.105
H 0.075 -2.783 4.433  0.008
H 1.176 4.884 -2.594  0.095
H -0.982 0.049 5.280  0.024
Cl -3.247 -1.133 -2.598  0.074
C 0.060 -1.261 -4.560  -0.096
C -1.913 -0.798 2.077  -0.400
C 2.180 -0.761 -2.558  -0.190
H 1.972 -2.686 -3.446  0.131
S 1.350 5.675 3.101  0.745
C -2.570 -1.608 3.060  -0.043
H 3.974 0.880 -2.175  0.101
H -0.961 -1.120 -4.911  0.093
C 1.433 0.207 -0.437  -0.102
C -0.648 3.809 2.607  -1.176
H -1.994 -1.882 3.939  0.079
H 3.082 -1.006 -1.981  0.121
H -2.120 -5.085 -0.823  0.097
H -4.623 -0.615 -0.048  0.089
Sc -1.220 -0.422 -1.528  0.611
H 0.744 0.079 5.707  0.020
C -3.868 -2.064 2.918  -0.126
H -0.878 1.173 -3.992  -0.018

=====

Record 6
Molecular formula: C3H8O2
Method: DFT, ωB97M-V with the def2-TZVPD basis set

Output
HOMO-LUMO gap = 0.4079 Eh
HOMO level = -0.370 hartree
ΔE to the lowest compared entry with this formula, charge and spin = 134.87 kJ/mol
SMILES string = COCCO

Each line ends with the Löwdin charge.
CARTESIAN COORDINATES (ANGSTROEM)
H 1.830 0.629 -0.670  0.090
C -1.588 -0.423 -0.333  -0.252
O -1.556 0.944 -0.650  -0.066
H -0.148 -1.816 0.497  0.125
C -0.157 -0.841 -0.009  -0.196
H -0.866 1.256 -0.033  0.073
H 0.403 -0.917 -0.950  0.120
H -2.280 -0.631 0.501  0.118
C 1.673 0.698 0.415  -0.095
H -1.927 -1.016 -1.192  0.120
H 1.734 1.758 0.694  0.092
O 0.405 0.194 0.797  -0.217
H 2.477 0.162 0.932  0.087

=====

Record 7
Molecular formula: C3H6N2O
Method: DFT, ωB97M-V with the def2-TZVPD basis set

Output
HOMO-LUMO gap = 0.3965 Eh
HOMO level = -0.356 hartree
ΔE to the lowest compared entry with this formula, charge and spin = 136.54 kJ/mol
SMILES string = NC(=O)N1CC1

Each line ends with the Löwdin charge.
CARTESIAN COORDINATES (ANGSTROEM)
C 1.392 -0.023 0.819  -0.106
H -0.529 0.542 1.651  0.101
H 2.199 -0.735 0.987  0.102
H -0.068 -1.217 2.001  0.106
N 0.269 -0.528 -0.018  -0.014
O -1.107 1.373 -0.222  0.043
N -0.930 0.001 -1.979  0.164
H -1.785 0.415 -2.327  0.110
H 1.728 1.006 0.715  0.113
C 0.096 -0.315 1.425  -0.144
C -0.601 0.384 -0.717  -0.573
H -0.665 -0.901 -2.335  0.098